{"formula": "C3H2OS", "method": "the ωB97M-V functional and the def2-TZVPD basis", "multiplicity": 1, "e_lumo_ev": 0.0, "homo_lumo_gap_ev": 9.10, "total_energy_ev": -16019.8786, "de_lowest_kcal_mol": 102.36, "elements": ["C", "H", "C", "H", "S", "O", "C"], "positions_angstrom": [[0.65474, 0.38061, -0.00330], [2.20128, 1.86214, 0.97238], [-0.87836, -1.11442, -0.24528], [-2.89370, -0.29424, -0.40992], [2.35315, 0.61698, 0.26158], [0.44703, -0.92872, -0.10568], [-1.88413, -0.52236, -0.46977]], "atomic_forces_ev_per_a": [[0.8, 1.1, 0.9], [0.1, -1.6, -1.5], [2.5, 0.3, -0.2], [-1.2, 0.4, -0.2], [0.1, 1.3, 1.2], [-0.2, -1.0, -0.2], [-2.1, -0.5, 0.0]], "mulliken_charge": [-0.173, 0.186, -0.031, 0.365, -0.138, -0.122, -0.087]}

***

{"formula": "C3H2OS", "method": "the ωB97M-V functional and the def2-TZVPD basis", "multiplicity": 1, "e_lumo_ev": [-1.8, -1.7], "homo_lumo_gap_ev": [7.03, 7.65], "total_energy_ev": -16020.4397, "de_lowest_kcal_mol": 89.42, "elements": ["C", "O", "H", "C", "H", "S", "C"], "positions_angstrom": [[-0.59437, 0.07845, -0.02337], [4.33713, 0.85080, 0.11660], [-0.23331, -0.00243, 1.03695], [1.98952, -0.24900, -0.23795], [-1.23722, 0.82424, -0.54940], [3.61018, -0.49688, 0.00982], [0.73840, -0.14032, -0.47133]], "atomic_forces_ev_per_a": [[3.3, 0.6, -0.2], [-1.1, -1.9, -0.4], [-2.4, 0.1, -0.2], [-2.9, 0.2, -1.2], [0.4, -1.0, 0.9], [1.2, 1.8, 0.4], [1.5, 0.2, 0.7]], "mulliken_charge": [-0.701, -0.427, 0.303, -0.137, 0.303, 0.203, 0.457]}

***

{"formula": "C3H2OS2", "method": "the ωB97M-V functional and the def2-TZVPD basis", "multiplicity": 1, "e_lumo_ev": -2.2, "smiles": "O=CC(=S)C=S", "homo_lumo_gap_ev": 7.13, "total_energy_ev": -26859.1088, "de_lowest_kcal_mol": 42.88, "elements": ["S", "C", "O", "H", "C", "C", "H", "S"], "positions_angstrom": [[2.29815, 0.41215, -0.34787], [-0.41933, 0.30614, -0.08532], [0.21282, -1.86315, 0.68181], [0.78022, 1.93230, 0.74610], [-0.55543, -1.19688, -0.00894], [0.88877, 1.01878, 0.13504], [-1.42588, -1.65329, -0.53731], [-1.77931, 1.04394, -0.58352]], "atomic_forces_ev_per_a": [[-0.4, 0.3, 0.0], [-0.4, 0.2, -1.1], [-1.6, 1.0, -1.4], [0.2, -0.2, -0.6], [2.0, -1.4, 1.7], [-0.6, -0.6, 0.8], [0.4, 0.4, 0.2], [0.5, 0.3, 0.3]], "mulliken_charge": [-0.159, 0.381, -0.427, 0.304, -0.037, -0.208, 0.338, -0.192]}

***

{"formula": "C3H2OS3", "method": "the ωB97M-V functional and the def2-TZVPD basis", "multiplicity": 1, "e_lumo_ev": -2.0, "smiles": "O=C(C=S)C(=S)S", "homo_lumo_gap_ev": 7.09, "total_energy_ev": -37694.7452, "de_lowest_kcal_mol": 37.77, "elements": ["O", "C", "H", "C", "S", "C", "S", "H", "S"], "positions_angstrom": [[-0.38826, 1.57525, -0.11154], [-0.17567, 0.40606, 0.16146], [-0.36989, -1.10378, 1.82261], [0.17517, -0.62911, -0.90688], [-0.04161, -0.05218, -2.55708], [-0.01098, -0.12531, 1.59778], [0.80997, -2.07946, -0.57335], [-0.47807, 1.16333, -2.19755], [0.47934, 0.84519, 2.76454]], "atomic_forces_ev_per_a": [[0.0, -1.8, 0.5], [0.8, 0.7, 0.4], [-0.1, -0.7, -0.2], [-0.2, 0.5, -1.2], [0.1, -0.4, 0.6], [-0.7, 1.4, -0.5], [-0.1, 0.2, 0.2], [0.0, 0.1, 0.0], [0.3, 0.1, 0.1]], "mulliken_charge": [-0.502, 0.757, 0.340, 0.215, -0.160, -0.483, -0.209, 0.191, -0.149]}

***

{"formula": "C3H2S", "method": "the ωB97M-V functional and the def2-TZVPD basis", "multiplicity": 1, "e_lumo_ev": [-3.1, -3.2], "homo_lumo_gap_ev": [5.87, 5.79], "total_energy_ev": -13968.5241, "de_lowest_kcal_mol": 167.47, "elements": ["C", "H", "C", "H", "C", "S"], "positions_angstrom": [[-3.08137, 3.93355, -0.64907], [-0.90127, 1.59886, -2.44824], [-0.55021, 0.84029, -1.77552], [-0.81909, -0.16883, -2.14633], [-3.14081, 2.86896, -1.10841], [-0.17074, 1.05757, -0.24003]], "atomic_forces_ev_per_a": [[0.3, 5.7, 2.4], [0.4, 0.8, -0.3], [-1.5, -1.4, 0.2], [0.7, 0.4, 0.1], [-0.3, -5.7, -2.4], [0.4, 0.2, -0.1]], "mulliken_charge": [0.189, 0.285, -0.360, 0.241, -0.200, -0.155]}

***

{"formula": "C3H2S2", "method": "the ωB97M-V functional and the def2-TZVPD basis", "multiplicity": 1, "e_lumo_ev": -0.4, "homo_lumo_gap_ev": 8.49, "total_energy_ev": -24809.8184, "de_lowest_kcal_mol": 38.32, "elements": ["C", "S", "C", "H", "C", "H", "S"], "positions_angstrom": [[-0.25975, 1.72444, -0.46558], [0.93058, 1.93683, -1.85088], [1.26426, 1.23604, -0.22416], [-0.10068, -0.08403, 1.03440], [0.08020, 0.25575, -0.05199], [-0.00650, -0.54122, -0.86088], [0.65158, 2.62965, 0.78779]], "atomic_forces_ev_per_a": [[1.2, -0.7, 0.0], [-0.6, -0.8, 0.6], [-1.1, 0.5, 0.0], [0.1, 0.8, -1.9], [0.5, -0.2, 0.1], [0.0, 1.2, 1.2], [-0.1, -0.8, 0.1]], "mulliken_charge": [0.119, -0.095, 0.113, 0.218, -0.480, 0.223, -0.099]}

***

What is the multiplicity in the fifth record? 1